Molecular formula: C6H14N2
Method: DFT, ωB97M-V with the def2-TZVPD basis set

For the LUMO energy, the calculation gives 1.06 eV. The value obtained for the total energy is -346.34755 hartree. For the HOMO energy, the calculation gives -6.6 eV. The value obtained for the HOMO-LUMO gap is 7.612 eV. For the energy above the lowest of the compared OMol25 structures with the same formula, charge and spin, the calculation gives 4.887 eV. The multiplicity is 1.

Geometry (Å):
C1 -0.52014 0.13727 0.86208
C2 -1.89528 0.37412 1.40757
C3 -1.27974 0.16568 -1.57988
C4 2.14244 1.31417 -0.02301
N1 -0.10784 -1.62467 0.19316
C5 -0.18463 0.26429 -0.54058
N2 1.19074 -2.02356 0.61962
C6 0.94856 0.99888 -0.86462
H1 -0.56033 -2.26181 -0.47119
H2 0.28094 0.33358 1.56761
H3 1.83489 -2.13080 -0.16230
H4 1.16105 -2.89988 1.13581
H5 0.98766 1.40816 -1.87255
H6 -1.91594 1.30756 1.98443
H7 -2.66420 0.44694 0.63812
H8 -2.17560 -0.42333 2.10345
H9 -1.99739 -0.62180 -1.34288
H10 -0.84972 -0.06660 -2.55584
H11 -1.82888 1.10867 -1.65060
H12 2.18765 2.38103 0.22387
H13 3.06054 1.07344 -0.57342
H14 2.18517 0.73865 0.90113